# 1
This record from OMol25 describes an isolated molecule of C5H7NO2 in a non-equilibrium geometry. The level of theory is ωB97M-V/def2-TZVPD.

Geometry as XYZ:
```
15
C5H7NO2 ωB97M-V/def2-TZVPD
C 1.74579 -1.61341 1.60621
C 2.35026 -0.62784 0.93508
C 0.28484 -1.26223 1.55621
C -1.12420 0.46765 -1.25804
C -0.80483 0.69430 0.27824
N 0.23745 -0.13896 0.69790
O -0.68689 -1.88972 1.94987
O 1.53892 0.31572 0.42354
H 2.11888 -2.54210 2.02101
H 3.48679 -0.44086 0.82410
H -1.35379 -0.54815 -1.64042
H -1.83141 1.29901 -1.62780
H -0.22174 0.46763 -1.83461
H -0.48371 1.74676 0.31966
H -1.66529 0.65875 1.01508
```

Relative energy (zero: lowest compared OMol25 entry of this formula, charge and spin)   66.3 kcal/mol
Multiplicity   3
LUMO (spin up / spin down)   0.9321 / -2.8258 eV
HOMO (spin up / spin down)   -0.178 / -0.342 Eh
Frontier orbital gap (spin up / spin down)   5.79 / 6.47 eV
<S²>   2.011


# 2
This record from OMol25 describes a cluster of 3 separate species, C5H7NO2S2 in total in a non-equilibrium geometry. The level of theory is ωB97M-V/def2-TZVPD.

Geometry as XYZ:
```
17
C5H7NO2S2 ωB97M-V/def2-TZVPD
C 1.37861 0.76884 1.37849
C -2.10787 -1.27944 1.38215
C -0.53281 1.66304 -1.87348
C 0.25744 -1.70499 -1.00730
C 0.85232 0.08370 0.42419
N 0.28180 -0.32924 -0.54617
O 0.51297 2.06714 -1.94550
O -1.63339 1.25438 -1.91362
S 3.04943 1.59530 1.30658
S -2.55852 0.35076 1.33138
H 0.98063 0.98684 2.38218
H -1.59558 -1.21375 2.48754
H 1.05198 -2.36504 -0.60149
H -0.76974 -2.09683 -0.75721
H 0.54793 -1.56949 -2.00865
H -3.04586 0.46981 0.07602
H 3.33067 1.31900 -0.11511
```

Relative energy (zero: lowest compared OMol25 entry of this formula, charge and spin)   98.9 kcal/mol
LUMO   -0.3792 eV
HOMO   -0.304 Eh
Frontier orbital gap   7.89 eV


# 3
This record from OMol25 describes a structure of composition C5H7NO2S3 in a non-equilibrium geometry. The level of theory is ωB97M-V/def2-TZVPD.

Geometry as XYZ:
```
18
C5H7NO2S3 ωB97M-V/def2-TZVPD
C 0.83591 2.96158 -0.17218
C -0.40851 2.35770 0.28039
C 1.05205 2.51628 -1.46874
C -0.94978 1.42345 -0.54801
C -1.32568 -1.66679 0.74927
N 0.95474 -3.14029 0.39958
O 0.96862 -0.86140 1.10885
O 0.29343 -1.48192 -1.17638
S -0.05675 1.25217 -2.03167
S -2.24377 0.38014 -0.18692
S 0.24886 -1.68057 0.20850
H 1.23053 3.90372 0.19552
H -0.90522 2.51983 1.29038
H 1.74922 2.49428 -2.25329
H -2.05560 -2.41078 0.38738
H -1.40264 -1.45799 1.81647
H 1.61790 -3.18390 1.21020
H 0.39671 -3.92551 0.19065
```

Relative energy (zero: lowest compared OMol25 entry of this formula, charge and spin)   12.7 kcal/mol
LUMO   -1.2490 eV
HOMO   -0.320 Eh
Frontier orbital gap   7.46 eV


# 4
This record from OMol25 describes a structure of composition C5H7NO3 in a non-equilibrium geometry. The level of theory is ωB97M-V/def2-TZVPD.

Geometry as XYZ:
```
16
C5H7NO3 ωB97M-V/def2-TZVPD
C 0.58325 -1.91628 -0.28224
C 0.39481 1.69196 0.21252
C -1.39078 0.78888 0.52976
C 1.13176 0.51623 0.16840
N -2.05041 0.87136 -0.65964
C 0.32751 -0.61726 0.42415
O 2.46935 0.50663 -0.13632
O 0.29343 2.80061 -0.20430
O -1.91600 0.75628 1.61216
H 2.93056 -0.12534 0.43232
H -1.53370 1.08909 -1.49698
H -3.01705 1.17111 -0.64058
H -0.14167 -0.73809 1.39396
H -0.36016 -2.44736 -0.43227
H 1.06688 -1.77261 -1.24937
H 1.21221 -2.57520 0.32845
```

Relative energy (zero: lowest compared OMol25 entry of this formula, charge and spin)   107.0 kcal/mol
LUMO (spin up / spin down)   -0.5860 / -0.5856 eV
HOMO (spin up / spin down)   -0.297 / -0.297 Eh
Frontier orbital gap (spin up / spin down)   7.50 / 7.50 eV


# 5
This record from OMol25 describes a structure of composition C5H7NO3S in a non-equilibrium geometry. The level of theory is ωB97M-V/def2-TZVPD.

Geometry as XYZ:
```
17
C5H7NO3S ωB97M-V/def2-TZVPD
C 1.73747 -0.53509 0.46582
C -1.59087 -0.24717 -0.39586
C -0.63815 -1.21818 -0.11251
C 2.73952 0.58765 0.28491
C -3.01947 -0.31249 -0.01258
N 0.66095 -0.43436 -0.22240
O -0.61774 -2.40759 0.15623
O -0.05754 1.37420 -2.01040
O -0.11610 2.05429 0.33704
S -0.35564 1.06934 -0.63966
H 2.04535 -1.48152 1.06984
H 2.52123 1.21145 -0.61192
H 2.73330 1.29847 1.14435
H 3.77874 0.25630 0.28924
H -3.50439 0.21463 -0.74670
H -3.06959 -0.03436 1.04487
H -3.24708 -1.39557 -0.04026
```

Relative energy (zero: lowest compared OMol25 entry of this formula, charge and spin)   56.5 kcal/mol
LUMO (spin up / spin down)   -0.6945 / -0.6947 eV
HOMO (spin up / spin down)   -0.312 / -0.312 Eh
Frontier orbital gap (spin up / spin down)   7.79 / 7.79 eV


# 6
This record from OMol25 describes an isolated molecule of C5H7NOS in a non-equilibrium geometry. The level of theory is ωB97M-V/def2-TZVPD.

Geometry as XYZ:
```
15
C5H7NOS ωB97M-V/def2-TZVPD
N 1.15872 -3.70293 0.27201
C 0.99180 -2.72596 -0.27308
C 0.55005 -1.43365 -0.90814
C -0.05766 -0.39375 0.15536
O 0.79241 -0.13512 1.30043
C -0.46088 0.97810 -0.34506
C -1.25655 2.03207 0.55283
S 0.46368 2.48041 0.22929
H -0.11551 -1.59353 -1.78132
H 1.42287 -0.90547 -1.25997
H -0.99125 -0.91449 0.51244
H 1.26981 0.69700 1.17145
H -0.41814 0.98729 -1.37880
H -1.88995 2.79479 0.12433
H -1.45940 1.83524 1.62823
```

Relative energy (zero: lowest compared OMol25 entry of this formula, charge and spin)   54.2 kcal/mol
LUMO   0.5665 eV
HOMO   -0.350 Eh
Frontier orbital gap   10.10 eV


# 7
This record from OMol25 describes an isolated molecule of C5H7NOS in a non-equilibrium geometry. The level of theory is ωB97M-V/def2-TZVPD.

Geometry as XYZ:
```
15
C5H7NOS ωB97M-V/def2-TZVPD
C 1.57818 -2.34589 1.73004
O 1.69200 -1.15917 0.99477
C 0.50589 -0.70963 0.51237
C -0.75292 -1.08421 0.71376
C -1.59344 -0.10595 -0.09176
C -0.55750 0.88021 -0.71055
S -0.86256 2.27349 -1.53113
N 0.65211 0.33708 -0.36456
H 2.56827 -2.75657 1.87483
H 0.98916 -3.11828 1.11990
H 1.10531 -2.27307 2.71360
H -1.03751 -1.89527 1.35933
H -2.28053 0.54500 0.54689
H -2.23234 -0.54410 -0.84924
H 1.50666 0.77306 -0.59664
```

Relative energy (zero: lowest compared OMol25 entry of this formula, charge and spin)   27.3 kcal/mol
LUMO   0.6427 eV
HOMO   -0.303 Eh
Frontier orbital gap   8.89 eV


# 8
This record from OMol25 describes an isolated molecule of C5H7NOS in a non-equilibrium geometry. The level of theory is ωB97M-V/def2-TZVPD.

Geometry as XYZ:
```
15
C5H7NOS ωB97M-V/def2-TZVPD
C -0.60538 1.96750 -0.24748
C -0.20382 0.58369 0.15047
O 0.69402 0.50105 1.25474
C 1.18188 0.03085 0.02271
C 1.05060 -1.47664 -0.10186
N -0.40347 -1.71673 0.07305
C -1.15104 -0.58805 0.08895
S -2.77971 -0.41478 0.28174
H 0.20490 2.64620 -0.04209
H -1.47174 2.31075 0.34385
H -0.82527 2.00844 -1.32004
H 2.01624 0.51171 -0.40704
H 1.34387 -1.79096 -1.14585
H 1.64376 -1.99441 0.60460
H -0.69484 -2.57862 0.44424
```

Relative energy (zero: lowest compared OMol25 entry of this formula, charge and spin)   30.9 kcal/mol
LUMO   0.5493 eV
HOMO   -0.309 Eh
Frontier orbital gap   8.97 eV


What is the relative energy (zero: lowest compared OMol25 entry of this formula, charge and spin) in the third record?
12.7 kcal/mol


Among the records above, which one has the highest relative energy (zero: lowest compared OMol25 entry of this formula, charge and spin)?
C5H7NO3


Look up the relative energy (zero: lowest compared OMol25 entry of this formula, charge and spin) of the fifth one.
56.5 kcal/mol


Which of these has the lowest relative energy (zero: lowest compared OMol25 entry of this formula, charge and spin)?
C5H7NO2S3